A structure of composition C37H43Cl2HfN10O2S. Source: OMol25; level of theory: ωB97M-V with the def2-TZVPD basis set.

Last column: Löwdin charge in e.
Cartesian coordinates (Å):
Hf1 -0.3295 -0.6888 0.5669  1.764
Cl1 2.5264 -7.1050 -2.1522  0.772
C1 1.7296 -5.7769 -1.4150  -0.644
C2 1.1395 -5.9675 -0.1274  -0.019
C3 0.6132 -4.8613 0.5750  -0.498
Cl2 -0.1858 -5.0681 2.1490  0.727
C4 0.6699 -3.5823 0.0605  -0.347
O1 0.3153 -2.5338 0.7962  -0.256
C5 1.0595 -3.4176 -1.2661  -0.118
C6 1.0039 -2.1500 -1.8434  -0.031
O2 0.5050 -1.0928 -1.2925  -0.169
C7 1.6686 -4.5166 -1.9586  0.002
H1 1.0628 -6.9515 0.3263  0.128
H2 1.3853 -2.0932 -2.8465  0.157
H3 2.1551 -4.3460 -2.9075  0.132
C8 -3.5858 1.0963 0.1045  0.004
N1 -2.4825 1.4022 1.0599  -0.204
C9 -3.0811 1.7267 2.3776  -0.050
C10 -1.5528 2.2743 0.5486  -0.387
N2 -0.6014 1.5340 -0.1196  0.021
C11 0.0055 2.0112 -1.2926  -0.293
C12 -0.7512 2.6178 -2.2062  -0.043
C13 -0.1587 3.0479 -3.4070  -0.042
C14 1.1312 2.8052 -3.6722  0.001
C15 1.8960 2.0553 -2.7431  -0.160
C16 3.1698 1.6863 -3.1274  -0.021
C17 3.9330 0.8398 -2.3698  -0.019
C18 3.4412 0.4587 -1.0931  -0.033
C19 2.2290 0.8759 -0.6834  -0.225
N3 1.7539 0.3155 0.6350  -0.006
C20 2.6675 0.4576 1.6575  -0.403
N4 3.4754 1.5301 1.8797  -0.105
C21 4.8870 1.3948 2.2391  -0.012
C22 3.1506 2.8849 1.3341  0.006
N5 2.6892 -0.5323 2.5735  -0.156
C23 2.9669 -1.9254 2.1129  -0.008
C24 2.9070 -0.4264 3.9928  -0.057
C25 1.3646 1.6369 -1.5162  -0.073
N6 -1.6331 3.5839 0.6537  -0.079
C26 -2.8712 4.3465 0.9709  0.026
C27 -0.5109 4.4104 0.2873  -0.013
H4 -4.1857 1.9561 0.0491  0.076
H5 -4.1067 0.2192 0.5213  0.109
H6 -3.0618 0.8578 -0.8185  0.082
H7 -2.9979 0.8251 2.9637  0.072
H8 -4.1476 1.8884 2.2513  0.097
H9 -2.5955 2.6762 2.8333  0.138
H10 -1.7469 2.9080 -2.0107  0.120
H11 -0.7803 3.5632 -4.1011  0.116
H12 1.6267 3.1332 -4.5965  0.141
H13 3.5704 1.9933 -4.0770  0.126
H14 4.8789 0.3918 -2.7478  0.135
H15 4.1312 -0.0930 -0.4725  0.122
H16 5.0730 0.3277 2.4022  0.093
H17 5.1308 1.8707 3.1771  0.100
H18 5.5245 1.7536 1.4241  0.111
H19 2.0604 2.8727 1.1075  0.073
H20 3.6516 3.1743 0.4079  0.107
H21 3.3675 3.5573 2.1239  0.088
H22 2.7491 -1.9808 1.0292  0.084
H23 2.2266 -2.6097 2.5870  0.095
H24 3.9535 -2.2277 2.3808  0.093
H25 3.9699 -0.5105 4.2877  0.106
H26 2.2696 -1.1505 4.4884  0.094
H27 2.6877 0.5928 4.3452  0.102
H28 -3.7150 3.6469 0.9699  0.081
H29 -2.9338 5.1427 0.2749  0.099
H30 -2.9263 4.8276 1.9294  0.103
H31 0.4327 3.9031 0.1948  0.071
H32 -0.4144 5.2153 1.1413  0.153
H33 -0.7051 5.0711 -0.5260  0.098
N7 -3.8366 -2.4989 -1.1890  0.234
C28 -3.4369 -1.9143 -2.3678  -0.190
C29 -4.0165 -2.0304 -3.6398  0.017
C30 -3.5326 -1.2520 -4.6789  -0.006
C31 -2.3242 -0.4849 -4.4270  -0.016
C32 -1.6953 -0.4823 -3.1777  0.013
C33 -2.3211 -1.1976 -2.0887  -0.222
N8 -2.0413 -1.3160 -0.7553  0.031
C34 -2.9656 -2.1190 -0.2260  -0.248
C35 -2.9624 -2.4391 1.1492  -0.329
C36 -3.6374 -3.3728 1.8450  -0.262
S1 -3.1660 -3.3028 3.4880  1.149
C37 -2.0086 -2.1767 3.1602  -0.475
N9 -1.9792 -1.8023 1.8850  -0.088
H34 -4.7148 -2.9720 -1.1054  0.184
H35 -4.8552 -2.6877 -3.6501  0.117
H36 -3.9544 -1.2507 -5.6933  0.129
H37 -1.9403 0.2425 -5.1082  0.105
H38 -0.8306 0.0714 -2.9340  0.073
H39 -4.4895 -3.9773 1.4885  0.121
H40 -1.2448 -1.8099 3.9281  0.127
N10 -0.1938 0.5126 2.7517  0.070
H41 -1.0867 0.9095 2.7624  -0.029
H42 0.4058 1.3023 2.4847  0.065
H43 0.0830 0.2956 3.6972  0.073

Cartesian forces (eV/Å) of the 2 atoms listed first:
0.4 1.9 1.2
-0.1 0.3 -0.1

Output
* max |F|: 4.00 eV Å⁻¹
* HOMO energy: -0.5456 Eh
* E: -95231.2769 eV
* net charge: +3
* HOMO-LUMO gap: 6.3 eV

***

A structure of composition C37H43ClN5O2STi. Source: OMol25; level of theory: ωB97M-V with the def2-TZVPD basis set.

Last column: Löwdin charge in e.
Cartesian coordinates (Å):
Ti1 0.2336 -0.0977 -0.2147  0.963
C1 0.6286 1.6462 -3.7018  -0.042
C2 0.9187 0.2053 -4.0010  -0.220
C3 1.7956 -0.1605 -5.0160  -0.073
C4 2.0409 -1.4973 -5.2981  -0.112
C5 1.3758 -2.4762 -4.5788  -0.070
C6 0.4815 -2.1411 -3.5643  -0.209
C7 -0.3238 -3.2103 -2.8831  -0.030
C8 0.2806 -0.7904 -3.2383  -0.237
N1 -0.5315 -0.4154 -2.1556  -0.047
C9 -1.8378 0.0336 -2.3891  -0.326
C10 -2.5406 -0.2139 -3.6995  -0.043
C11 -2.4148 0.7282 -1.3894  -0.316
C12 -3.8117 1.2846 -1.5015  -0.045
N2 -1.6153 0.9445 -0.2518  -0.048
C13 -2.0632 1.8115 0.7527  -0.265
C14 -2.8779 1.3403 1.7982  -0.224
C15 -3.3748 -0.0757 1.7635  -0.034
C16 -3.2267 2.1974 2.8400  -0.068
C17 -2.8058 3.5186 2.8472  -0.112
C18 -2.0339 3.9955 1.7962  -0.071
C19 -1.6567 3.1611 0.7468  -0.216
C20 -0.8129 3.6640 -0.3877  -0.036
H1 1.3026 2.3018 -4.2590  0.073
H2 0.7311 1.8326 -2.6298  0.049
H3 -0.3997 1.9011 -3.9713  0.079
H4 2.2993 0.6152 -5.5848  0.099
H5 2.7397 -1.7727 -6.0796  0.086
H6 1.5403 -3.5241 -4.8107  0.098
H7 0.1874 -4.1754 -2.9193  0.076
H8 -1.2901 -3.3262 -3.3848  0.084
H9 -0.5463 -2.9459 -1.8553  0.050
H10 -1.8893 -0.7367 -4.4022  0.071
H11 -2.8586 0.7205 -4.1752  0.070
H12 -3.4426 -0.8230 -3.5687  0.071
H13 -3.8867 2.0391 -2.2938  0.072
H14 -4.1285 1.7595 -0.5707  0.066
H15 -4.5405 0.5033 -1.7416  0.070
H16 -2.6132 -0.7507 1.3687  0.061
H17 -4.2401 -0.1616 1.1003  0.082
H18 -3.6768 -0.4062 2.7606  0.078
H19 -3.8187 1.8147 3.6663  0.106
H20 -3.0714 4.1692 3.6729  0.091
H21 -1.7082 5.0315 1.7907  0.098
H22 -0.4711 4.6840 -0.1941  0.073
H23 -1.3757 3.6600 -1.3247  0.085
H24 0.0497 3.0115 -0.5461  0.041
N3 -0.4510 2.8120 6.2650  0.071
C21 -0.8992 1.5770 5.9186  -0.822
S1 -1.8971 0.7334 6.9098  0.669
C22 -0.4778 1.0952 4.5725  -0.235
C23 -0.7628 -0.1957 4.1564  -0.023
C24 -0.4343 -0.5884 2.8736  -0.091
N4 0.1668 0.2169 1.9895  0.033
C25 0.4840 1.4468 2.4056  -0.102
C26 0.1825 1.9186 3.6710  0.002
H25 -0.6094 3.0477 7.2336  0.084
H26 0.4387 3.1142 5.8937  0.093
H27 -1.2644 -0.8814 4.8250  0.087
H28 -0.6840 -1.5788 2.5174  0.106
H29 0.9572 2.0799 1.6669  0.098
H30 0.4113 2.9521 3.8909  0.111
Cl1 2.1858 -8.0680 2.0722  0.634
C27 1.7244 -6.4712 1.5404  -0.669
C28 0.4404 -6.0199 1.7967  -0.103
C29 0.0803 -4.7514 1.3690  -0.006
C30 0.9958 -3.9507 0.6982  -0.120
C31 2.2793 -4.4216 0.4514  -0.001
C32 2.6515 -5.6886 0.8713  -0.101
C33 0.5999 -2.5800 0.2436  -0.626
O1 1.4597 -1.8495 -0.3218  -0.056
O2 -0.5703 -2.1642 0.4296  -0.070
H31 -0.2602 -6.6543 2.3219  0.101
H32 -0.9154 -4.3666 1.5459  0.121
H33 2.9747 -3.7802 -0.0735  0.123
H34 3.6459 -6.0702 0.6859  0.102
C34 3.0506 2.8672 -0.4998  -0.066
C35 2.9369 1.3373 -0.4724  -0.708
C36 3.6104 0.7519 -1.7177  -0.046
C37 3.6541 0.7917 0.7722  -0.057
N5 1.5485 0.9502 -0.4652  -0.123
H35 4.0970 3.1885 -0.5348  0.074
H36 2.5872 3.3019 0.3905  0.065
H37 2.5344 3.2633 -1.3760  0.071
H38 4.6833 0.9747 -1.7239  0.076
H39 3.1641 1.1634 -2.6235  0.064
H40 3.4705 -0.3299 -1.7377  0.082
H41 4.7138 1.0674 0.7691  0.074
H42 3.5725 -0.2969 0.7902  0.074
H43 3.2036 1.1824 1.6870  0.060

Cartesian forces (eV/Å) of the 2 atoms listed first:
-1.3 0.4 -2.3
0.1 0.1 0.0

Output
* max |F|: 2.63 eV Å⁻¹
* HOMO energy (alpha / beta): -0.0906 / -0.0906 Eh
* E: -97091.8802 eV
* net charge: -1
* HOMO-LUMO gap (alpha / beta): 3.7 / 3.7 eV

***

A structure of composition C37H44AgN6O3S2Se2Si. Source: OMol25; level of theory: ωB97M-V with the def2-TZVPD basis set.

Last column: Löwdin charge in e.
Cartesian coordinates (Å):
Ag1 -0.2790 0.3551 0.7648  0.655
C1 -1.5328 3.5600 4.0672  -0.391
Se1 -0.4931 2.7402 2.5920  0.906
C2 -1.4080 3.6472 1.1308  -0.579
C3 -2.8716 3.2859 0.9347  -0.531
Se2 -3.2671 1.3546 0.8124  0.902
C4 -3.8951 1.1020 2.6366  -0.433
H1 -1.4698 4.6450 4.0085  0.015
H2 -1.0693 3.2164 4.9899  0.009
H3 -2.5720 3.2408 4.0415  -0.004
H4 -0.8031 3.3488 0.2731  0.000
H5 -1.3101 4.7251 1.2811  0.065
H6 -3.2210 3.7144 -0.0060  0.054
H7 -3.4974 3.6701 1.7410  0.048
H8 -4.6739 1.8289 2.8623  0.018
H9 -3.0544 1.1777 3.3209  -0.015
H10 -4.2866 0.0905 2.6820  -0.005
N1 -1.6549 -7.3660 -2.4049  0.079
C5 -1.2891 -6.1510 -1.8188  -0.332
C6 -0.2639 -6.1042 -0.8722  -0.039
C7 0.1352 -4.8956 -0.3306  -0.065
C8 -0.4801 -3.7265 -0.7378  -0.291
C9 -1.4959 -3.7547 -1.6805  -0.055
C10 -1.9021 -4.9628 -2.2190  -0.036
S1 -0.0426 -2.1449 -0.0559  0.543
O1 0.0618 -1.2586 -1.1985  -0.343
O2 1.1594 -2.2771 0.7362  -0.322
N2 -1.3074 -1.6368 0.8178  -0.159
C11 -1.5605 -2.2473 2.0071  -0.461
N3 -1.0764 -3.4837 2.2771  0.132
C12 -1.3624 -4.0117 3.4527  -0.144
C13 -2.1525 -3.3805 4.3995  -0.086
C14 -2.6497 -2.1454 4.0136  -0.171
N4 -2.3762 -1.5769 2.8545  0.115
H11 -1.4315 -8.1831 -1.8621  0.078
H12 -2.5865 -7.3924 -2.7832  0.078
H13 0.2104 -7.0286 -0.5607  0.104
H14 0.9171 -4.8340 0.4147  0.111
H15 -1.9473 -2.8181 -1.9864  0.114
H16 -2.6965 -4.9948 -2.9564  0.105
H17 -0.9420 -4.9985 3.6363  0.104
H18 -2.3713 -3.8214 5.3608  0.086
H19 -3.2999 -1.5744 4.6749  0.104
N5 3.0000 0.6550 0.8040  0.133
C15 2.6363 0.0160 1.9193  -0.693
N6 1.5168 0.2058 2.5498  0.023
C16 1.4747 -0.4939 3.7325  -0.317
C17 0.4179 -0.4937 4.6385  -0.032
C18 0.5130 -1.2532 5.7926  -0.107
C19 1.6503 -2.0102 6.0637  -0.116
C20 2.7158 -2.0216 5.1747  -0.108
C21 2.6163 -1.2675 4.0183  -0.479
S2 3.7722 -1.0805 2.7296  1.054
H20 2.2733 1.2204 0.3287  0.055
H21 3.7062 0.2474 0.2135  0.090
H22 -0.4665 0.0888 4.4106  0.089
H23 -0.3148 -1.2657 6.4914  0.095
H24 1.7052 -2.6008 6.9700  0.091
H25 3.6093 -2.5962 5.3853  0.099
C22 -0.1893 4.6257 -2.6279  -0.096
C23 1.1954 3.9640 -2.6028  -0.597
C24 2.0574 4.7249 -1.5881  -0.100
C25 1.8232 4.0695 -3.9958  -0.097
Si1 0.9932 2.1284 -2.0352  0.446
O3 0.7796 2.0677 -0.4644  -0.415
C26 2.5300 1.1224 -2.5703  -0.201
C27 2.4051 -0.1589 -3.1132  -0.088
C28 3.5186 -0.9420 -3.3871  -0.085
C29 4.7930 -0.4584 -3.1280  -0.110
C30 4.9442 0.8089 -2.5808  -0.109
C31 3.8238 1.5814 -2.3050  -0.121
C32 -0.4550 1.4406 -3.0585  -0.222
C33 -1.6457 1.1190 -2.4120  -0.117
C34 -2.7210 0.5604 -3.0863  -0.086
C35 -2.6219 0.3039 -4.4465  -0.106
C36 -1.4491 0.6228 -5.1187  -0.099
C37 -0.3841 1.1871 -4.4300  -0.107
H26 -0.1175 5.6613 -2.9826  0.078
H27 -0.6196 4.6426 -1.6219  0.066
H28 -0.8799 4.0867 -3.2807  0.071
H29 2.1100 5.7911 -1.8437  0.077
H30 3.0791 4.3396 -1.5519  0.057
H31 1.6321 4.6302 -0.5866  0.072
H32 1.9848 5.1193 -4.2721  0.076
H33 1.1691 3.6268 -4.7521  0.065
H34 2.7868 3.5562 -4.0395  0.066
H35 1.4163 -0.5625 -3.2854  0.088
H36 3.3934 -1.9397 -3.7915  0.098
H37 5.6656 -1.0654 -3.3384  0.091
H38 5.9353 1.1894 -2.3600  0.094
H39 3.9601 2.5573 -1.8507  0.085
H40 -1.7173 1.2973 -1.3458  0.013
H41 -3.6294 0.3202 -2.5454  0.094
H42 -3.4500 -0.1452 -4.9825  0.091
H43 -1.3611 0.4224 -6.1807  0.092
H44 0.5275 1.4213 -4.9714  0.097

Cartesian forces (eV/Å) of the 2 atoms listed first:
-0.1 1.7 0.4
0.2 -0.2 -0.4

Output
* max |F|: 1.70 eV Å⁻¹
* HOMO energy: -0.1840 Eh
* E: -218411.5636 eV
* net charge: -1
* relative energy (zero: lowest compared OMol25 entry of this formula, charge and spin): 46.8 kJ/mol
* HOMO-LUMO gap: 7.4 eV

***

Question: The lowest max |F| belongs to which entry?
Answer: C37H44AgN6O3S2Se2Si

***

Question: Look up the E of the first one.
Answer: -95231.2769 eV

***

Question: The highest E belongs to which entry?
Answer: C37H43Cl2HfN10O2S

***

Question: net charge of number 3 (C37H44AgN6O3S2Se2Si)?
Answer: -1